1.
{
  "formula": "C35H81N4O12SSi",
  "method": "ωB97M-V/def2-TZVPD",
  "orbital_gap_ev": 6.6,
  "e_tot_ev": -86838.7396,
  "total_charge": 1,
  "species": ["H", "H", "C", "H", "H", "H", "H", "O", "N", "H", "H", "H", "H", "C", "H", "H", "H", "H", "C", "H", "H", "H", "C", "H", "C", "C", "C", "H", "H", "O", "C", "H", "C", "C", "O", "H", "H", "H", "H", "H", "O", "H", "C", "O", "C", "H", "C", "H", "C", "H", "H", "H", "C", "C", "H", "H", "H", "O", "H", "H", "H", "H", "H", "H", "H", "H", "H", "H", "Si", "C", "H", "H", "O", "C", "C", "H", "O", "C", "H", "H", "C", "H", "C", "H", "O", "C", "C", "C", "H", "H", "C", "N", "C", "H", "C", "C", "H", "H", "H", "O", "H", "H", "C", "H", "H", "C", "H", "H", "N", "H", "H", "O", "H", "H", "C", "H", "H", "H", "C", "S", "H", "O", "H", "H", "H", "H", "N", "H", "H", "C", "C", "H", "H", "H"],
  "coordinates": [[-1.80921, -0.36468, 0.15556], [-11.61437, 0.97958, 4.22277], [-1.36037, 0.96970, -1.50805], [-0.78589, -3.87554, 0.87638], [3.72036, 4.30841, 0.04620], [-13.24478, 0.22142, 0.67677], [4.05353, -3.82295, -2.17556], [2.73517, -5.63280, -3.78821], [2.86732, 0.34725, -0.02843], [1.36079, -5.17271, -5.15748], [6.08921, 4.65989, -0.41191], [5.08791, 6.04472, -0.79870], [9.41426, 2.86386, -0.06073], [-10.42063, 4.78574, 1.72988], [-8.99889, 3.41381, 0.30293], [-0.20551, -1.54086, 0.07828], [1.25327, -1.38251, -0.87732], [-13.81072, -0.42262, 2.22802], [-9.89097, 1.47297, 0.50223], [7.48379, 6.83235, 2.28551], [-4.36848, -0.42376, 2.72568], [-1.59883, -1.52178, -2.17020], [5.22638, -1.06449, 0.23016], [2.69950, 2.80600, 0.44451], [-0.39535, -3.57208, 1.84680], [-4.43329, -0.15637, 0.56645], [4.00473, 4.32868, 3.08441], [5.65843, -4.47633, -2.53016], [6.44111, -2.83563, -0.04561], [4.41463, -5.85799, -6.32604], [1.55512, -1.26023, 1.28679], [-1.02915, 1.93721, 1.33666], [-2.25700, -0.01408, -0.77331], [4.23198, -2.16021, -3.93459], [1.20955, 4.63100, 0.97171], [-12.24544, -0.94668, 1.55400], [-3.33314, -1.54011, 1.86838], [6.40176, -2.22745, 1.61305], [-0.53690, -4.39046, 2.54495], [7.33661, -1.37697, 0.40266], [0.04696, 0.67835, -1.45292], [3.66550, 0.97526, -0.02054], [-5.72658, 0.59948, 0.89113], [-10.90392, 3.62024, 1.09818], [5.05091, -7.10876, -6.49323], [1.68854, -2.71623, 4.14083], [8.23869, 5.01937, 1.54260], [-3.33601, 1.61858, 0.12223], [-3.56518, 0.67115, -0.37797], [-10.84987, 0.97881, 0.33870], [4.48344, -7.91941, -6.02763], [-1.19530, 3.63432, 1.97173], [-9.97353, 1.39598, 2.95342], [-9.99534, 2.96193, 0.24050], [-9.20583, 1.07637, -0.25285], [-9.28000, 1.06682, 3.73249], [4.25217, -2.07525, 1.65242], [6.29965, 6.36670, 0.74916], [6.42576, 5.48419, 2.62998], [-6.38493, -0.06294, 1.44572], [-5.47278, 1.42229, 1.55864], [-1.58170, 0.91776, -2.57213], [3.07030, 3.76583, 3.18987], [-10.35301, 3.08147, -0.79040], [1.08637, -0.69997, 2.09904], [4.00705, -6.20101, -2.36171], [-9.34275, 4.73338, 1.91134], [-10.08404, 2.47471, 3.07754], [1.42489, -3.11785, 1.71594], [2.44954, -5.11611, -5.07800], [6.02872, -7.05366, -6.01333], [4.68243, 4.02802, 3.88340], [-9.31559, 1.08124, 1.73775], [4.06308, -5.64484, -3.30207], [-12.92708, -0.09920, 1.66966], [-4.14847, 0.91930, -1.26574], [4.81310, -3.43502, -4.06531], [4.29500, 4.90062, 0.77472], [0.12287, 2.59657, 2.50873], [8.76255, 4.33735, -0.82132], [1.72373, 1.07640, 0.03029], [-11.10307, -0.40386, 3.24821], [8.50659, 3.44768, -0.24061], [1.49287, -4.94767, 0.05922], [-0.17266, 3.67817, -0.81041], [2.22370, -4.24474, 0.45055], [0.74709, -1.02569, 0.01716], [2.15878, -3.38900, 3.42634], [2.60350, -5.42625, -7.16423], [-3.26973, -1.01885, -2.38526], [2.96368, -0.67329, 1.07358], [0.49453, 0.42595, -0.12143], [4.66178, -4.29707, -2.95454], [3.65149, 5.71758, 1.10671], [7.06199, 5.92016, 1.85752], [5.49234, 5.46017, 0.03205], [-4.70406, -1.07753, 0.05001], [4.95394, -1.43780, -3.53445], [-10.64320, 5.67546, 1.13284], [-12.30267, 0.99764, 2.30224], [1.89423, -4.39984, 3.73092], [7.81876, 2.84208, -0.83436], [-11.28049, 0.67635, 3.22219], [5.19742, -7.33359, -7.55362], [-6.22613, 0.96980, 0.00268], [-2.51387, -1.25979, -1.64119], [3.24076, -3.29433, 3.45123], [3.92503, -1.82392, -4.92551], [1.79580, 2.37311, 0.28288], [5.13472, -0.91296, -0.84109], [8.75634, 4.82042, 2.48862], [4.63613, 4.04199, 1.85013], [3.79219, 5.39419, 3.19363], [-2.84765, 0.12536, 2.05705], [-3.70923, -0.51799, 1.86731], [2.72542, -3.71422, -0.34906], [2.97550, -4.84190, 0.96662], [2.63513, -6.92256, -6.21774], [3.00324, -5.89223, -6.25456], [0.50440, 3.52068, 0.42391], [-0.99943, -2.72255, 2.16994], [7.86502, 3.77481, 0.97433], [-2.83190, -2.11308, -1.05216], [5.41161, -0.08528, 0.70032], [3.34574, -2.17847, -3.29052], [-1.57355, 1.98552, -1.19781], [3.98534, -1.64085, 0.77909], [2.71339, -4.05906, -5.14926], [8.93847, 5.54925, 0.88992], [6.42195, -1.93764, 0.56424], [-0.52592, 2.83695, 1.66881], [-10.92665, 4.87943, 2.69139], [4.72599, -6.21325, -3.95626], [3.22943, -0.10294, 1.97710]],
  "forces_ev_per_angstrom": [[0.2851, 0.3154, 0.0982], [0.0872, -0.0755, 0.0580], [-0.5652, -0.1394, 0.1555], [-0.0472, -0.1150, -0.0763], [0.0011, 0.2948, -0.2161], [-0.0348, 0.0326, 0.0304], [-0.0550, 0.0541, -0.0568], [-0.1587, -0.0033, 0.1489], [-0.2900, 0.8200, 0.7800], [-0.0010, -0.0155, 0.0090], [-0.0167, -0.1169, 0.1646], [-0.0162, 0.0077, 0.0179], [0.0426, 0.0522, -0.0362], [-0.1361, 0.0052, -0.0677], [0.0035, 0.0139, 0.0767], [-0.1710, 0.1674, -0.0995], [0.2015, -0.0661, -0.0770], [0.0253, -0.0737, 0.0103], [-0.0945, -0.1611, -0.0556], [-0.0096, 0.0162, -0.0150], [-0.1072, -0.0288, 0.0796], [0.0597, -0.2029, -0.0558], [0.0309, 0.2410, 0.7186], [0.1166, 0.0833, 0.1059], [0.0992, 0.6451, -0.3597], [-0.2794, 0.1636, -0.1069], [0.0462, -0.0789, 0.0583], [-0.0513, -0.0778, 0.1048], [0.0194, -0.1338, -0.0296], [-0.0085, -0.0411, 0.3219], [0.2327, 0.0051, -0.6849], [-0.2077, 0.0503, -0.1986], [-0.4631, -0.4842, -0.2492], [0.0989, -0.0094, -0.0448], [0.1285, -0.1547, 0.2439], [0.0231, -0.0072, 0.0132], [0.0469, -0.1003, -0.0432], [0.0233, -0.0335, 0.1277], [-0.0161, -0.1150, 0.1045], [0.1511, -0.0258, -0.0999], [0.0767, 0.2508, 0.0953], [0.2544, -0.2368, 0.0266], [0.5649, -0.3704, 0.2868], [0.1320, -0.1660, 0.2234], [0.0454, 0.1003, -0.0922], [0.1395, 0.1379, 0.1568], [0.1449, -0.0967, 0.0987], [-0.0078, 0.1094, 0.0325], [0.1231, -0.0634, 0.2206], [-0.1092, 0.1436, 0.1090], [-0.0159, -0.0035, 0.0009], [-0.2047, 0.1055, -0.1656], [0.0664, 0.1594, 0.1037], [-0.0800, 0.1213, -0.1247], [0.0095, 0.0093, 0.0021], [0.0051, -0.0176, -0.0063], [-0.2308, -0.2339, 0.1417], [-0.0575, 0.1711, -0.0260], [-0.0124, -0.1791, -0.0961], [-0.2983, 0.0561, -0.0402], [-0.1616, 0.2833, -0.0673], [0.1550, 0.0245, -0.1609], [-0.0543, 0.0867, 0.0176], [0.1385, -0.0237, -0.0626], [-0.1826, -0.0559, 0.1263], [-0.0121, 0.0002, 0.0068], [0.0151, -0.0036, -0.0068], [-0.1776, 0.0010, -0.1359], [0.0986, -0.6670, 0.5141], [-0.0347, 0.1672, -0.0059], [0.0066, 0.0285, -0.0415], [-0.0088, -0.0401, -0.0222], [0.1514, -0.0499, -0.0173], [0.1272, -0.2079, -0.0611], [-0.0883, 0.0813, 0.0350], [0.0097, 0.0544, -0.1530], [-0.2584, -0.0719, -0.0686], [0.0113, -0.0063, -0.0678], [0.0361, 0.0371, 0.0742], [-0.0007, 0.0206, 0.0051], [0.0980, -0.3644, -0.3288], [0.0012, -0.0200, -0.0845], [0.0151, -0.1124, 0.0514], [-0.0825, -0.0018, -0.2086], [-0.0132, -0.5071, -0.1477], [-0.0356, 0.0302, 0.3393], [-0.3514, -0.1578, 0.2770], [-0.2819, 0.0915, -0.4887], [-0.1302, -0.0708, 0.0093], [-0.1211, -0.1423, -0.1117], [-0.2115, -0.2416, 0.4202], [0.6415, -0.3956, 0.0262], [0.1759, 0.1238, 0.0924], [-0.0018, -0.0191, 0.0789], [-0.0445, -0.0111, 0.1650], [0.1947, -0.1353, -0.1511], [-0.0455, -0.1113, -0.0489], [-0.0429, 0.0252, 0.0570], [0.0862, 0.0302, -0.0014], [0.2091, -0.0087, -0.1977], [0.1040, -0.1533, 0.0493], [0.0156, -0.0299, 0.0344], [-0.1528, -0.0169, 0.1275], [-0.0405, -0.0778, 0.0040], [-0.1364, 0.0725, -0.0781], [0.3313, 0.4826, 0.1200], [0.1356, 0.0643, 0.1790], [0.0543, 0.0124, -0.0065], [-0.5994, -0.2397, -0.5782], [-0.0866, -0.0367, -0.1604], [0.0508, 0.1016, -0.0029], [-0.0255, -0.0847, -0.0262], [-0.0174, -0.0028, -0.0220], [0.0145, 0.1935, 0.0106], [0.1851, -0.1763, 0.0139], [-0.0319, 0.0205, -0.1810], [0.1610, -0.0217, -0.0060], [0.0557, -0.0302, 0.0473], [0.0385, 0.0224, -0.1977], [-0.0853, 1.2467, 0.0751], [-0.1007, -0.0148, 0.2072], [-0.2254, 0.1544, -0.1292], [-0.1464, -0.1293, 0.0207], [0.0461, 0.1337, -0.0845], [-0.0057, -0.0121, 0.0164], [0.2848, 0.1737, 0.1799], [0.2713, 0.0689, -0.8015], [0.2027, -0.0373, -0.0408], [-0.0406, -0.0169, -0.0772], [-0.1566, 0.0127, -0.2084], [0.4560, -0.4323, 0.2876], [-0.0360, 0.0125, -0.0316], [0.0146, 0.1746, -0.1399], [0.0970, 0.2003, -0.0587]],
  "mulliken_charge": [-0.641, 0.373, -0.850, 0.355, 0.191, 0.242, -0.880, -0.445, -0.163, 0.394, 0.129, 0.397, 0.287, -0.791, 0.320, 0.479, 0.173, 0.282, -0.305, 0.423, 0.527, 0.508, -0.325, -0.158, -1.261, 1.287, -0.846, 0.380, 0.241, -0.316, 0.494, -0.023, 2.388, -0.745, -0.573, 0.380, 0.138, 0.405, 0.442, 0.433, -0.472, 0.459, -1.959, -0.298, -0.791, 0.347, -0.517, 0.306, -1.897, 0.053, 0.380, 0.465, -0.278, -0.525, 0.449, 0.404, 0.172, -0.430, 0.022, 0.494, 0.331, 0.370, 0.140, 0.382, 0.392, 0.470, 0.369, 0.113, 0.417, -0.214, 0.238, 0.272, -0.361, -0.444, -0.799, 0.483, -0.372, -0.058, 0.292, 0.397, -0.289, 0.349, -0.787, 0.496, -0.645, -0.412, -1.187, -1.225, 0.374, 0.449, -0.571, 1.144, 0.889, 0.426, -0.245, -0.588, 0.382, 0.275, 0.285, -0.312, 0.355, 0.185, -0.566, 0.288, 0.378, -2.067, 0.359, 0.321, -0.066, 0.417, 0.370, -0.169, 0.444, 0.108, -1.208, -0.548, 0.390, 0.339, -0.517, 1.082, 0.204, -0.255, 0.385, 0.261, 0.279, 0.343, 0.202, 0.048, 0.360, -1.425, -0.553, 0.243, 0.094, -0.041]
}

=====

2.
{
  "formula": "C3H9S2",
  "method": "ωB97M-V/def2-TZVPD",
  "orbital_gap_ev": 6.1,
  "e_tot_ev": -24928.2160,
  "total_charge": -1,
  "e_above_lowest_kj_mol": 51.29,
  "species": ["H", "H", "H", "H", "S", "C", "H", "C", "H", "S", "H", "H", "H", "C"],
  "coordinates": [[0.05476, -3.32686, -0.63431], [-0.85617, -1.28170, -1.85544], [-0.46227, -2.58248, 0.87808], [0.53363, 2.96488, -0.48866], [1.75684, 2.32549, 1.51018], [-0.67272, -2.64790, -0.19263], [2.07347, 1.26285, 0.74692], [0.31664, 2.83475, 0.56527], [-1.22301, -0.57171, -0.30140], [1.15240, -0.57606, -0.70505], [-0.49576, 2.11572, 0.67855], [0.03652, 3.80633, 0.96362], [-1.67647, -3.05768, -0.34665], [-0.53785, -1.26563, -0.81849]],
  "forces_ev_per_angstrom": [[0.0682, -0.0793, -0.0244], [-0.0576, -0.1307, -0.3045], [-0.0249, -0.0816, -0.0533], [0.1445, -0.1617, -0.1035], [0.3927, 0.2359, 0.1703], [0.0324, 0.1910, -0.0346], [-0.2540, -0.2605, -0.0454], [-0.2247, 0.0133, -0.0032], [0.0333, -0.2213, -0.1100], [0.0426, -0.1590, -0.1722], [0.0786, 0.1024, -0.0397], [-0.2221, 0.0657, 0.1098], [-0.0988, -0.0770, 0.0758], [0.0899, 0.5629, 0.5351]],
  "nbo_charge": [0.198, 0.169, 0.197, 0.221, -0.137, -0.616, 0.187, -0.727, 0.164, -0.726, 0.220, 0.194, 0.167, -0.511]
}

=====

Repeat the second record exactly.
{
  "formula": "C3H9S2",
  "method": "ωB97M-V/def2-TZVPD",
  "orbital_gap_ev": 6.1,
  "e_tot_ev": -24928.2160,
  "total_charge": -1,
  "e_above_lowest_kj_mol": 51.29,
  "species": ["H", "H", "H", "H", "S", "C", "H", "C", "H", "S", "H", "H", "H", "C"],
  "coordinates": [[0.05476, -3.32686, -0.63431], [-0.85617, -1.28170, -1.85544], [-0.46227, -2.58248, 0.87808], [0.53363, 2.96488, -0.48866], [1.75684, 2.32549, 1.51018], [-0.67272, -2.64790, -0.19263], [2.07347, 1.26285, 0.74692], [0.31664, 2.83475, 0.56527], [-1.22301, -0.57171, -0.30140], [1.15240, -0.57606, -0.70505], [-0.49576, 2.11572, 0.67855], [0.03652, 3.80633, 0.96362], [-1.67647, -3.05768, -0.34665], [-0.53785, -1.26563, -0.81849]],
  "forces_ev_per_angstrom": [[0.0682, -0.0793, -0.0244], [-0.0576, -0.1307, -0.3045], [-0.0249, -0.0816, -0.0533], [0.1445, -0.1617, -0.1035], [0.3927, 0.2359, 0.1703], [0.0324, 0.1910, -0.0346], [-0.2540, -0.2605, -0.0454], [-0.2247, 0.0133, -0.0032], [0.0333, -0.2213, -0.1100], [0.0426, -0.1590, -0.1722], [0.0786, 0.1024, -0.0397], [-0.2221, 0.0657, 0.1098], [-0.0988, -0.0770, 0.0758], [0.0899, 0.5629, 0.5351]],
  "nbo_charge": [0.198, 0.169, 0.197, 0.221, -0.137, -0.616, 0.187, -0.727, 0.164, -0.726, 0.220, 0.194, 0.167, -0.511]
}